[1]
Below is a 6-piece molecular cluster, C55H123N4OP overall, with properties calculated with ωB97M-V with the def2-TZVPD basis set.

Last column: Löwdin charge in e.
Atoms and positions in Å:
C 25.18362 4.75431 -6.26482  -0.38
O 24.87888 5.89550 -5.55101  -0.41
H 25.78182 4.05297 -5.64244  0.04
H 24.27810 4.20565 -6.59777  0.03
H 25.82276 4.92643 -7.16166  0.04
C 35.42819 4.05336 -6.83640  -0.09
C 33.90235 3.97451 -6.69932  -0.27
C 33.27719 5.12159 -5.91395  -0.26
C 33.68540 5.29182 -4.45192  -0.25
P 33.22419 3.90622 -3.38823  1.04
C 31.49587 3.34650 -3.60150  -0.26
C 30.43854 4.46082 -3.58152  -0.25
C 29.12157 4.07586 -4.26287  -0.25
C 28.46018 2.78998 -3.68941  -0.08
C 34.28542 2.42183 -3.56911  -0.26
C 33.73230 1.05750 -3.18659  -0.26
C 34.83571 -0.01947 -3.16714  -0.25
C 35.94090 0.18814 -2.13122  -0.08
C 33.38969 4.43115 -1.64054  -0.26
C 33.13827 3.35592 -0.57503  -0.25
C 33.38942 3.97231 0.79681  -0.27
C 33.22193 2.96636 1.93178  -0.10
H 35.99528 4.12228 -5.90137  0.07
H 35.69474 4.99946 -7.31436  0.09
H 35.77819 3.17923 -7.37781  0.08
H 33.62940 3.00114 -6.27876  0.08
H 33.50314 4.01992 -7.71312  0.11
H 32.18363 5.07799 -6.02209  0.10
H 33.48018 6.02300 -6.50379  0.13
H 33.20414 6.16434 -4.00640  0.10
H 34.76975 5.42423 -4.45812  0.11
H 31.32260 2.64120 -2.79009  0.09
H 31.45459 2.89232 -4.59608  0.10
H 30.86249 5.30687 -4.13326  0.09
H 30.15693 4.77603 -2.57325  0.11
H 29.29236 3.93022 -5.33403  0.10
H 28.39981 4.88275 -4.12950  0.09
H 28.14362 2.99982 -2.67117  0.08
H 29.08599 1.90093 -3.76164  0.07
H 27.64288 2.62568 -4.39347  0.05
H 35.14113 2.66172 -2.92489  0.10
H 34.73046 2.39235 -4.56498  0.09
H 32.93528 0.72568 -3.86120  0.11
H 33.20607 1.01378 -2.22823  0.10
H 35.14196 -0.27122 -4.18365  0.11
H 34.27451 -0.91136 -2.86049  0.11
H 36.64792 0.93814 -2.48805  0.07
H 36.45083 -0.74116 -1.90027  0.08
H 35.48034 0.56482 -1.21489  0.07
H 32.67641 5.25217 -1.49546  0.10
H 34.35673 4.91912 -1.49548  0.11
H 33.83289 2.52020 -0.68598  0.10
H 32.11911 2.96647 -0.61883  0.11
H 32.68188 4.79186 0.96692  0.11
H 34.37491 4.44268 0.81229  0.12
H 33.23531 3.43296 2.91522  0.08
H 34.04698 2.24889 1.98404  0.08
H 32.32215 2.36341 1.80177  0.08
C 28.45486 8.27260 -4.76649  -0.10
C 28.65389 8.28313 -3.26277  -0.24
C 27.40619 8.25781 -2.39994  -0.18
C 26.48873 7.06796 -2.57151  -0.13
N 25.27108 7.08633 -1.68691  -0.26
C 24.48432 5.81614 -1.94419  -0.09
C 23.05411 6.21624 -1.53802  -0.13
C 22.95640 7.64411 -2.05118  -0.13
C 24.34049 8.26939 -1.94714  -0.06
C 25.69365 7.08046 -0.25012  0.03
H 27.85115 9.09571 -5.16366  0.07
H 27.90113 7.40711 -5.15217  0.06
H 29.42223 8.29712 -5.26916  0.08
H 29.26112 9.14418 -2.97911  0.12
H 29.29309 7.43112 -2.99921  0.10
H 26.85078 9.19862 -2.45018  0.12
H 27.82948 8.24805 -1.38817  0.11
H 26.96437 6.11020 -2.34316  0.13
H 26.13863 6.96646 -3.60665  0.11
H 24.94919 5.03022 -1.35458  0.13
H 24.55059 5.55112 -3.00410  0.12
H 22.91402 6.10715 -0.46327  0.12
H 22.36378 5.53522 -2.03072  0.10
H 22.18397 8.28467 -1.63228  0.13
H 22.74292 7.54775 -3.12063  0.09
H 24.53627 8.95507 -1.12546  0.14
H 24.67245 8.78068 -2.84769  0.13
H 26.23877 6.15757 -0.08038  0.12
H 24.80179 7.10566 0.37581  0.12
H 26.24727 7.97468 0.01929  0.11
C 28.51263 2.49209 -8.55305  -0.10
C 27.56580 1.70660 -7.61942  -0.23
C 27.11822 0.38904 -8.26574  -0.19
C 28.26349 -0.58218 -8.50807  -0.10
N 27.89789 -1.72865 -9.45398  -0.27
C 27.60651 -1.20471 -10.82205  -0.10
C 27.94274 -2.36848 -11.78072  -0.12
C 28.84838 -3.34677 -11.00423  -0.11
C 29.01623 -2.70059 -9.60957  -0.10
C 26.71258 -2.48006 -8.90727  0.04
H 29.53137 2.11800 -8.44740  0.07
H 28.51151 3.54564 -8.26629  0.06
H 28.19916 2.47152 -9.59744  0.08
H 26.71082 2.36440 -7.46236  0.10
H 28.08531 1.54202 -6.67484  0.10
H 26.51243 0.59736 -9.14884  0.12
H 26.38878 -0.08314 -7.59764  0.12
H 28.67210 -1.02138 -7.60054  0.15
H 29.07497 -0.11572 -9.06851  0.12
H 26.57160 -0.89136 -10.91388  0.13
H 28.22653 -0.36297 -11.12454  0.14
H 27.05342 -2.83381 -12.20416  0.12
H 28.46753 -1.98849 -12.65594  0.12
H 28.38494 -4.32029 -10.84178  0.12
H 29.76449 -3.54759 -11.54987  0.12
H 29.00908 -3.43976 -8.81486  0.14
H 29.95644 -2.14571 -9.57899  0.14
H 26.62085 -3.47308 -9.32926  0.12
H 25.83155 -1.88906 -9.16542  0.11
H 26.71095 -2.43376 -7.82101  0.11
C 16.87138 7.82752 -6.86438  -0.09
C 16.91091 6.79618 -5.74422  -0.23
C 18.33325 6.51257 -5.20658  -0.18
C 19.09968 5.62529 -6.16937  -0.11
N 20.54327 5.34493 -5.74236  -0.24
C 21.18732 4.46521 -6.82948  -0.08
C 21.44246 3.10089 -6.21621  -0.14
C 20.50072 3.04688 -5.01321  -0.12
C 20.58045 4.48645 -4.49334  -0.08
C 21.34406 6.60841 -5.68121  -0.01
H 15.83041 7.98118 -7.15140  0.09
H 17.46506 7.57423 -7.74010  0.07
H 17.16568 8.80127 -6.46686  0.08
H 16.50175 5.81577 -6.00301  0.11
H 16.31061 7.15486 -4.90889  0.12
H 18.25077 5.98110 -4.25688  0.11
H 18.84650 7.45191 -4.99028  0.11
H 19.18458 6.03232 -7.17622  0.13
H 18.60600 4.65637 -6.24156  0.14
H 22.16642 4.87747 -7.07325  0.11
H 20.54814 4.48834 -7.70674  0.14
H 22.47014 3.01209 -5.86750  0.11
H 21.20240 2.27708 -6.88723  0.13
H 20.80383 2.30163 -4.28387  0.13
H 19.48985 2.83581 -5.36044  0.12
H 21.49362 4.71976 -3.95214  0.12
H 19.69922 4.70486 -3.89929  0.12
H 21.28780 7.07828 -6.65776  0.10
H 22.37624 6.29106 -5.48063  0.08
H 21.01194 7.24355 -4.86572  0.09
C 24.73742 10.48830 -12.57779  -0.10
C 23.98091 11.02876 -11.36173  -0.23
C 23.78452 9.96082 -10.28150  -0.19
C 25.09066 9.65906 -9.54967  -0.11
N 25.00951 8.55436 -8.53585  -0.21
C 26.29578 8.55091 -7.70641  -0.09
C 27.27573 7.70378 -8.49503  -0.13
C 26.47219 6.90472 -9.53275  -0.13
C 25.01673 7.22620 -9.23966  -0.09
C 23.83616 8.61637 -7.58219  -0.14
C 23.69790 9.93977 -6.84012  -0.20
C 22.49825 9.83257 -5.88507  -0.07
H 25.74236 10.16296 -12.29403  0.06
H 24.89640 11.25252 -13.33904  0.08
H 24.23834 9.66395 -13.09015  0.08
H 23.01439 11.42818 -11.66109  0.12
H 24.58511 11.86113 -10.99221  0.12
H 23.29960 9.07448 -10.69884  0.12
H 23.07984 10.35114 -9.54201  0.10
H 25.33784 10.56262 -8.99174  0.14
H 25.89102 9.45846 -10.25839  0.13
H 25.99109 8.10835 -6.75647  0.11
H 26.62299 9.56621 -7.49719  0.13
H 27.80310 7.01287 -7.83295  0.11
H 28.09104 8.22864 -8.99166  0.12
H 26.65312 5.83402 -9.51375  0.11
H 26.69156 7.25962 -10.54124  0.12
H 24.59103 6.49310 -8.54721  0.12
H 24.29768 7.25616 -10.05660  0.13
H 23.91231 7.74066 -6.92620  0.10
H 22.99563 8.40075 -8.24967  0.13
H 23.57434 10.69600 -7.61662  0.10
H 24.54554 10.26670 -6.23524  0.12
H 21.63139 9.50571 -6.46137  0.08
H 22.36093 10.74916 -5.32284  0.09
H 22.72438 8.99709 -5.21415  0.05

Calculated total energy ... -76294.530 eV
Total charge ... +4
Highest occupied orbital energy ... -14.583 eV
Maximum force ... 1.7 eV Å⁻¹

[2]
Below is C9H16 as an isolated structure, with properties calculated with ωB97M-V with the def2-TZVPD basis set.

Last column: Löwdin charge in e.
Atoms and positions in Å:
C 0.47810 1.34236 -1.75666  -0.12
C -0.30511 1.28858 -0.35809  -0.41
C 0.26510 1.99586 0.96795  -0.09
C -0.55475 -0.30177 -0.16358  -0.22
C -2.02366 -0.59769 -0.22289  -0.11
C -2.59431 -0.96085 0.95492  0.03
C 0.62830 -1.03174 -0.01110  -0.32
C 2.07002 -0.26299 0.19546  -0.03
C 0.57717 -2.43231 0.24949  -0.12
H 0.15094 0.20150 -2.23193  0.13
H 0.00659 2.10005 -2.76821  0.13
H 1.61699 1.50825 -1.54629  0.07
H -1.32625 1.79848 -0.54840  0.13
H 1.22067 1.81612 1.45532  0.04
H -0.64522 1.88221 1.79212  0.12
H -0.07792 3.09782 0.49987  0.12
H -2.52252 -0.18612 -1.05701  0.09
H -3.59427 -1.51372 0.96394  0.09
H -2.06587 -1.22281 1.72379  -0.01
H 1.77804 0.87011 0.13102  0.03
H 2.47161 -0.62369 1.03893  0.01
H 2.77907 -0.49366 -0.64343  0.09
H 1.04271 -2.67713 1.40251  0.14
H 1.21914 -3.11920 -0.47977  0.11
H -0.59456 -2.47766 0.41206  0.09

Energy above the lowest of the compared OMol25 structures with the same formula, charge and spin ... 137.7 kcal/mol
Calculated total energy ... -9585.240 eV
Highest occupied orbital energy ... -8.352 eV
Maximum force ... 7.5 eV Å⁻¹

> calculated total energy of number 2 (C9H16)?

-9585.240 eV